Here is a molecular structure, C21H31O4Ti in a non-equilibrium geometry from OMol25. Energies are from wB97M-V/def2-TZVPD.

Each line ends with the natural charge from an NBO analysis.
Cartesian coordinates (Å):
O  0.234  -0.198  -3.605  -0.59
C  0.072  1.143  -4.219  -0.07
C  0.081  0.661  -5.654  -0.47
H  0.919  1.781  -3.934  0.19
H  -0.879  1.637  -3.961  0.18
C  0.169  -0.720  -4.974  0.28
H  0.969  0.983  -6.196  0.22
H  -0.834  0.859  -6.210  0.22
C  1.431  -1.471  -5.349  -0.62
H  2.325  -0.865  -5.153  0.22
H  1.389  -1.750  -6.411  0.22
H  1.495  -2.396  -4.767  0.21
C  -1.082  -1.559  -5.156  -0.63
H  -1.968  -0.998  -4.836  0.21
H  -1.006  -2.457  -4.531  0.21
H  -1.205  -1.862  -6.205  0.23
Ti  -0.237  -0.515  2.233  0.62
C  -2.055  -0.971  3.598  -0.24
C  -1.676  0.398  3.781  -0.24
C  -1.909  1.092  2.535  -0.22
H  -1.443  0.858  4.742  0.27
C  -2.430  0.141  1.597  -0.24
C  -2.452  -1.149  2.229  -0.27
H  -2.785  -2.080  1.763  0.25
H  -2.098  -1.725  4.385  0.26
H  -1.840  2.172  2.386  0.27
H  -2.866  0.377  0.625  0.26
C  0.776  -1.722  3.860  -0.27
C  0.095  -2.653  2.998  -0.23
C  0.705  -2.587  1.702  -0.29
H  -0.695  -3.347  3.277  0.26
C  1.781  -1.633  1.762  -0.20
C  1.822  -1.094  3.092  -0.22
H  2.608  -0.448  3.482  0.27
H  0.599  -1.577  4.926  0.27
H  0.444  -3.211  0.844  0.26
H  2.498  -1.418  0.968  0.25
O  0.508  0.679  0.693  -0.52
C  -0.005  -0.260  -0.333  -0.08
C  -0.803  0.652  -1.228  -0.43
H  -0.587  -1.114  0.085  0.24
H  0.874  -0.665  -0.855  0.23
C  0.204  1.784  -1.339  -0.44
H  -1.718  0.984  -0.736  0.20
H  -1.068  0.155  -2.152  0.28
C  0.549  2.046  0.094  -0.03
H  -0.145  2.632  -1.921  0.24
H  1.103  1.385  -1.810  0.22
H  -0.204  2.649  0.592  0.20
H  1.533  2.477  0.279  0.23
C  1.486  2.313  5.405  -0.26
O  1.037  1.167  4.637  -0.56
C  0.666  1.340  3.368  0.72
O  0.825  2.397  2.785  -0.65
H  1.688  1.903  6.392  0.20
H  0.700  3.066  5.454  0.20
H  2.399  2.713  4.967  0.20

Cartesian forces, eV/Å:
O -0.097 1.178 -1.828
C 0.056 0.788 0.803
C 0.114 -0.222 0.776
H -0.332 -0.091 -0.118
H 0.320 -0.277 0.319
C 0.202 -1.013 -1.187
H -0.125 -0.232 -0.142
H 0.147 -0.061 -0.015
C -0.078 -0.281 0.183
H -0.218 -0.130 -0.117
H 0.091 0.145 0.242
H 0.113 0.050 -0.017
C 0.019 -0.133 0.189
H 0.123 -0.069 -0.131
H -0.076 0.052 -0.136
H 0.043 0.088 0.287
Ti 0.794 2.275 0.637
C -0.268 0.893 -0.355
C -1.305 -0.403 -0.452
C -1.297 -0.933 -0.107
H 0.139 -0.207 -0.510
C -0.045 0.307 1.279
C 0.035 0.448 0.272
H 0.099 0.431 0.286
H 0.248 0.271 -0.389
H 0.257 -0.583 0.008
H 0.532 -0.230 0.385
C 0.392 -0.714 -0.758
C 1.265 -0.038 -0.251
C 0.324 0.142 0.924
H 0.199 0.377 -0.094
C -0.472 -0.348 1.022
C 0.073 -1.130 -0.367
H -0.539 -0.114 -0.177
H -0.052 0.092 -0.513
H 0.014 0.353 0.328
H -0.476 0.116 0.265
O -0.195 -0.734 -0.614
C 0.348 0.761 -0.280
C -0.260 -0.270 0.012
H 0.154 0.466 0.310
H -0.387 -0.133 0.090
C 0.251 -0.296 -0.435
H 0.193 0.101 -0.011
H 0.086 0.109 -0.025
C -0.409 0.041 0.486
H 0.009 0.236 0.314
H -0.069 0.097 -0.293
H 0.051 -0.022 0.152
H -0.116 -0.245 0.045
C 0.031 -0.268 -0.197
O -0.232 -0.267 0.462
C 0.614 0.227 -1.214
O -0.304 -0.859 0.750
H 0.000 0.118 -0.016
H 0.139 0.006 -0.086
H -0.125 0.132 0.010

## Properties
- HOMO (alpha / beta): -11.56 / -11.56 eV
- Energy above the lowest of the compared OMol25 structures with the same formula, charge and spin: 0.0 kJ/mol
- Charge: +1
- Total energy: -1968.94186 hartree
- HOMO-LUMO gap (alpha / beta): 8.2 / 8.2 eV
- LUMO (alpha / beta): -0.12200 / -0.12199 Eh

---

Here is a molecular structure, C21H32BN4O10Pb in a non-equilibrium geometry from OMol25. Energies are from wB97M-V/def2-TZVPD.

Each line ends with the natural charge from an NBO analysis.
Cartesian coordinates (Å):
Pb  8.420  -30.259  20.746  1.15
O  -3.793  -26.371  19.254  -0.56
C  -2.647  -26.615  18.858  0.68
O  -1.835  -27.597  19.268  -0.65
B  -0.529  -27.530  18.605  1.17
O  -0.606  -26.276  17.769  -0.67
C  -1.900  -25.748  17.850  0.68
O  -2.335  -24.745  17.304  -0.55
O  -0.155  -28.712  17.802  -0.66
C  1.012  -29.249  18.162  0.67
O  1.525  -30.262  17.645  -0.57
C  1.590  -28.253  19.192  0.70
O  0.567  -27.461  19.552  -0.68
O  2.714  -28.237  19.521  -0.54
O  5.801  -32.918  22.024  -0.98
H  5.978  -32.668  22.952  0.40
C  8.311  -31.283  15.150  -0.27
O  8.031  -31.869  16.387  -0.70
H  9.332  -30.941  14.978  0.13
H  8.056  -31.906  14.293  0.13
H  7.635  -30.441  14.998  0.14
C  17.660  -28.655  17.749  -0.64
C  16.986  -29.387  16.521  -0.38
C  15.945  -30.420  16.904  -0.49
C  14.831  -30.062  17.881  0.29
N  13.919  -29.748  18.513  -0.35
H  18.019  -27.753  17.253  0.22
H  18.632  -29.033  18.065  0.22
H  17.017  -28.269  18.540  0.23
H  17.742  -29.876  15.906  0.22
H  16.482  -28.688  15.854  0.21
H  16.549  -31.177  17.404  0.24
H  15.429  -30.882  16.062  0.25
C  12.976  -26.303  26.308  -0.62
C  12.101  -25.655  27.347  -0.38
C  10.730  -26.416  27.480  -0.51
C  9.928  -26.709  26.285  0.29
N  9.377  -27.005  25.268  -0.34
H  12.492  -26.116  25.350  0.22
H  12.966  -27.391  26.372  0.21
H  14.020  -25.993  26.275  0.22
H  11.918  -24.597  27.156  0.21
H  12.574  -25.567  28.325  0.21
H  10.066  -25.849  28.134  0.25
H  10.841  -27.430  27.865  0.25
C  11.852  -35.736  28.280  -0.62
C  10.348  -35.526  28.337  -0.38
C  9.669  -35.431  26.992  -0.51
C  10.212  -34.460  26.033  0.30
N  10.629  -33.610  25.327  -0.34
H  12.228  -36.038  29.257  0.21
H  12.369  -34.798  28.077  0.22
H  12.157  -36.526  27.594  0.21
H  10.281  -34.572  28.859  0.21
H  9.725  -36.275  28.825  0.21
H  8.650  -35.138  27.244  0.25
H  9.583  -36.401  26.504  0.25
C  4.943  -23.025  17.604  -0.63
C  6.286  -22.414  17.198  -0.36
C  7.318  -22.500  18.442  -0.53
C  7.630  -23.873  18.757  0.29
N  7.804  -25.008  18.956  -0.35
H  5.245  -24.023  17.922  0.23
H  4.174  -23.068  16.832  0.23
H  4.374  -22.470  18.349  0.21
H  6.316  -21.370  16.886  0.20
H  6.771  -23.010  16.424  0.21
H  7.234  -21.810  19.281  0.25
H  8.309  -22.247  18.066  0.24

Cartesian forces, eV/Å:
Pb -1.225 -1.220 -0.348
O 2.794 -0.912 -0.858
C -2.143 -0.002 1.309
O -0.988 0.379 -0.213
B 0.433 0.349 -0.541
O -2.474 0.703 -0.035
C 1.848 0.891 -0.871
O 1.138 -2.113 0.898
O -0.454 -0.748 -0.407
C 0.441 -1.899 -2.265
O -1.468 3.146 1.919
C -2.270 -0.722 -0.814
O 1.306 0.471 0.753
O 1.844 0.527 1.134
O 1.206 1.121 0.098
H -0.144 -0.147 -0.432
C -1.160 -0.467 1.168
O 0.782 0.523 -0.514
H 0.492 0.172 0.259
H 0.079 -0.751 -0.226
H -0.021 0.774 -0.013
C 0.345 0.975 -2.215
C -0.610 0.798 0.944
C -0.489 -0.944 1.542
C 0.641 0.584 -0.970
N 0.666 -0.309 -0.189
H -0.024 0.506 0.122
H -0.515 -0.820 0.463
H -0.101 -0.675 0.032
H 0.026 -0.097 0.164
H 0.250 0.464 0.178
H -0.434 -0.537 0.086
H 0.209 0.056 -0.124
C -0.222 -0.315 -0.769
C -0.780 -0.122 0.358
C -0.071 0.307 0.206
C -1.468 -0.673 -4.839
N 2.130 1.214 4.285
H 0.348 0.142 -0.283
H 0.072 -0.096 0.385
H -0.177 0.262 0.092
H -0.228 -0.028 -0.607
H -0.089 -0.708 0.233
H 0.065 -0.145 0.287
H 0.423 0.122 0.605
C 0.227 -0.802 0.583
C 0.685 0.594 -0.158
C -0.670 0.303 -0.475
C 1.299 2.866 -1.874
N -1.285 -2.851 2.231
H -0.066 -0.074 0.146
H -0.098 -0.091 -0.453
H 0.039 0.158 -0.224
H -0.753 -0.027 0.134
H 0.627 -0.126 0.582
H -0.217 0.146 -0.499
H 0.211 -0.060 -0.021
C 0.088 0.327 -0.405
C 0.891 0.250 1.751
C 0.747 0.288 -1.917
C -0.708 -2.597 1.226
N -0.019 1.881 -0.339
H -0.864 -0.132 0.253
H 0.521 -0.356 -0.576
H 0.653 -0.046 0.620
H -0.405 -0.019 -0.069
H -0.209 0.015 -0.122
H -0.793 -0.439 0.142
H 0.114 0.754 -0.525

## Properties
- HOMO: -4.78 eV
- Energy above the lowest of the compared OMol25 structures with the same formula, charge and spin: 987.6 kJ/mol
- Charge: -1
- Total energy: -2008.35882 hartree
- HOMO-LUMO gap: 3.0 eV
- LUMO: -0.06712 Eh